28
Properties=species:S:1:pos:R:3 method="wB97M-V/def2-TZVPD" e_lumo_ev=0.77 mol_weight_g_mol=184.30 smiles=CCc1ccc(O)cc1.CSC e_above_lowest_ev=1.228
C 3.422 -0.622 -0.757
C 2.228 -0.755 0.174
C 1.097 0.177 -0.212
C 0.316 0.753 0.798
C -0.629 1.736 0.571
C -0.941 2.059 -0.744
O -2.024 2.886 -0.926
C -0.288 1.402 -1.776
C 0.766 0.533 -1.520
H 3.553 0.432 -0.997
H 3.406 -1.263 -1.638
H 4.378 -0.936 -0.323
H 1.750 -1.740 0.102
H 2.472 -0.627 1.226
H 0.784 0.621 1.762
H -1.143 2.246 1.367
H -1.912 3.377 -1.752
H -0.659 1.428 -2.795
H 1.079 -0.125 -2.323
C -2.513 -1.736 -0.124
S -2.246 -2.334 1.560
C -1.445 -0.904 2.251
H -1.626 -1.535 -0.722
H -3.075 -2.551 -0.574
H -3.037 -0.791 -0.057
H -0.439 -0.862 1.843
H -1.296 -0.918 3.341
H -1.977 0.048 2.243